Below is a molecular structure, C54H37AsN10O4V at a distorted geometry, with properties calculated with ωB97M-V with the def2-TZVPD basis set.

Structure (XYZ):
```
107
Properties=species:S:1:pos:R:3:forces:R:3
V -0.353 0.652 1.097 0.345 1.501 0.243
C 3.221 2.007 3.509 -0.025 0.043 0.042
C 3.148 3.387 3.318 0.017 -0.007 0.001
C 1.976 3.936 2.857 0.097 0.022 0.086
C 0.893 3.098 2.573 -0.508 0.128 0.062
N 0.998 1.764 2.659 0.022 -0.096 -0.595
C 2.132 1.245 3.153 -0.084 -0.157 0.059
N -0.308 3.717 2.260 0.287 -0.118 -0.061
C -1.415 3.053 2.260 -0.341 -0.084 0.053
N -1.639 1.693 2.305 0.068 0.078 0.233
C -3.006 1.478 2.475 0.005 0.174 -0.213
N -3.651 0.396 2.662 0.084 -0.102 0.164
C -3.055 -0.808 3.053 -0.238 0.143 -0.113
C -3.614 -1.995 2.565 0.005 -0.040 0.021
C -3.153 -3.197 3.055 0.011 -0.032 0.000
C -2.159 -3.191 4.029 -0.002 0.004 -0.049
C -1.669 -1.966 4.443 0.034 0.031 -0.045
N -2.092 -0.794 3.969 0.075 -0.015 0.067
C -3.696 2.790 2.362 -0.112 -0.294 0.034
C -5.040 3.110 2.385 0.023 0.098 0.023
C -5.370 4.453 2.248 0.054 0.014 -0.015
C -4.381 5.432 2.118 -0.023 -0.072 0.019
C -3.033 5.096 2.123 -0.074 -0.012 -0.009
C -2.722 3.754 2.239 0.254 0.041 -0.127
H 4.106 1.533 3.906 0.015 -0.004 -0.002
H 3.995 4.021 3.545 0.016 0.004 0.010
H 1.843 4.998 2.722 -0.005 0.016 0.001
H 2.145 0.167 3.243 0.030 0.010 -0.045
H -4.408 -1.941 1.834 -0.016 -0.002 -0.026
H -3.565 -4.129 2.689 -0.002 -0.016 0.004
H -1.777 -4.108 4.454 0.006 -0.017 0.009
H -0.890 -1.913 5.195 0.019 0.002 0.025
H -5.792 2.341 2.498 -0.017 -0.014 0.001
H -6.411 4.749 2.243 -0.010 0.019 0.003
H -4.674 6.468 2.016 -0.009 0.019 -0.006
H -2.254 5.840 2.030 0.010 0.013 0.001
O 0.492 -0.809 2.080 0.158 -0.433 0.140
N 0.144 -2.006 1.761 0.234 -0.049 0.194
N -0.763 -2.029 0.895 -0.433 -0.282 -0.230
O -1.296 -0.912 0.427 0.008 -0.320 0.063
C -1.241 -3.290 0.383 0.118 0.381 0.057
C -0.651 -4.467 0.811 -0.035 -0.149 0.003
C -1.119 -5.657 0.281 -0.058 0.026 0.000
C -2.147 -5.656 -0.656 0.038 0.000 0.035
C -2.711 -4.460 -1.070 0.031 0.057 0.066
C -2.258 -3.256 -0.548 -0.071 -0.175 -0.087
H 0.155 -4.450 1.530 0.001 0.013 -0.003
H -0.673 -6.589 0.599 0.015 -0.039 0.002
H -2.498 -6.591 -1.072 -0.012 -0.026 0.001
H -3.505 -4.455 -1.804 -0.012 -0.012 -0.028
H -2.674 -2.309 -0.858 0.002 0.006 -0.007
O 2.280 5.431 -3.579 0.089 -0.042 -0.022
N 1.037 5.354 -3.563 0.094 0.172 0.071
O 0.334 6.055 -4.300 -0.095 0.033 -0.112
C 0.405 4.463 -2.688 0.005 -0.149 0.096
C -0.993 4.389 -2.757 -0.009 -0.057 0.037
C -1.702 3.455 -2.007 -0.133 0.061 -0.084
C -3.114 3.270 -2.074 0.036 0.027 0.002
C -3.699 2.259 -1.370 -0.018 -0.019 0.005
C -2.916 1.426 -0.554 -0.055 -0.069 0.039
N -1.612 1.617 -0.421 0.196 -0.017 0.041
C -1.015 2.591 -1.130 0.224 -0.089 0.027
C 0.416 2.699 -0.999 -0.147 -0.119 0.052
N 0.982 1.843 -0.122 -0.118 -0.086 -0.017
C 2.311 1.837 0.003 0.071 -0.094 0.120
C 3.114 2.713 -0.692 -0.021 0.005 -0.002
C 2.546 3.619 -1.570 0.004 0.006 -0.044
C 1.154 3.621 -1.776 -0.009 0.083 -0.051
H -1.506 5.052 -3.436 -0.004 -0.011 -0.007
H -3.702 3.930 -2.698 -0.008 0.001 -0.017
H -4.767 2.092 -1.415 -0.009 -0.006 -0.016
H -3.354 0.615 0.014 0.002 0.048 -0.013
H 2.733 1.115 0.693 -0.033 0.049 -0.050
H 4.185 2.679 -0.550 0.013 0.003 -0.013
H 3.156 4.311 -2.122 -0.002 -0.010 0.009
C 4.600 1.035 -3.955 -0.015 0.012 -0.017
C 3.226 1.209 -4.059 0.014 -0.029 0.014
C 2.375 0.467 -3.255 0.041 0.042 0.000
C 2.891 -0.458 -2.351 -0.020 0.107 0.053
C 4.265 -0.632 -2.249 0.039 0.022 -0.066
C 5.116 0.115 -3.056 -0.016 -0.020 0.029
As 1.620 -1.297 -1.147 -0.086 -0.241 -0.087
C 0.870 -2.655 -2.321 -0.066 0.133 0.047
C -0.085 -2.465 -3.308 0.035 -0.035 -0.032
C -0.560 -3.562 -4.014 0.008 -0.024 0.009
C -0.096 -4.838 -3.714 0.016 0.043 -0.022
C 0.844 -5.029 -2.713 0.002 0.039 -0.042
C 1.334 -3.934 -2.010 0.096 -0.037 0.095
C 2.316 -3.982 -0.902 -0.096 -0.049 -0.093
C 2.882 -5.134 -0.367 0.013 -0.020 0.003
C 3.764 -5.039 0.699 0.006 0.015 -0.004
C 4.079 -3.801 1.249 -0.019 -0.003 0.004
C 3.508 -2.648 0.729 0.033 -0.021 -0.015
C 2.645 -2.738 -0.354 -0.042 0.102 0.010
H 5.266 1.623 -4.572 0.010 0.011 -0.009
H 2.820 1.941 -4.746 -0.012 0.016 -0.020
H 1.305 0.636 -3.320 -0.012 -0.008 0.020
H 4.678 -1.347 -1.548 -0.010 -0.009 0.010
H 6.187 -0.022 -2.977 0.016 -0.005 0.004
H -0.462 -1.474 -3.530 0.006 0.009 0.002
H -1.300 -3.424 -4.792 0.003 -0.002 -0.012
H -0.472 -5.691 -4.264 -0.014 -0.008 -0.006
H 1.192 -6.029 -2.487 -0.005 -0.014 0.011
H 2.639 -6.106 -0.778 -0.006 -0.010 0.000
H 4.206 -5.938 1.110 0.004 -0.006 0.006
H 4.758 -3.738 2.089 0.005 -0.004 -0.003
H 3.734 -1.684 1.173 0.001 -0.002 -0.005
```
Positions in Å, forces in eV/Å.

Calculated values
Gap between HOMO and LUMO (alpha / beta) (Eh): 0.1755 / 0.2730
Maximum force (eV Å⁻¹): 1.56
Multiplicity: 4
Charge: 0

Results of the Mulliken charge analysis, in e, for atoms 1 through 6: atom 1 (V): 0.247, atom 2 (C): -0.853, atom 3 (C): -0.406, atom 4 (C): -0.820, atom 5 (C): 0.512, atom 6 (N): 0.275

***

Below is a molecular structure, C54H39Cl2N4O4RbS at a distorted geometry, with properties calculated with ωB97M-V with the def2-TZVPD basis set.

Structure (XYZ):
```
105
Properties=species:S:1:pos:R:3:forces:R:3
Rb 0.633 0.299 -1.449 1.289 0.262 -0.512
C 5.641 -6.765 4.680 0.038 -0.030 0.090
O 5.575 -6.644 3.282 0.004 -0.007 -0.027
C 4.814 -5.610 2.787 -0.055 0.063 -0.051
C 4.676 -5.554 1.406 0.067 -0.093 -0.026
C 3.923 -4.552 0.819 0.046 0.053 -0.009
C 3.287 -3.575 1.587 0.020 0.009 0.158
C 3.442 -3.652 2.970 -0.013 -0.014 -0.194
C 4.196 -4.649 3.574 0.071 -0.074 0.137
C 2.437 -2.503 0.995 0.025 0.225 -0.109
C 2.803 -1.168 1.280 0.016 -0.041 -0.072
C 4.026 -0.784 1.985 0.021 0.039 0.048
C 3.937 0.545 2.210 -0.010 -0.063 0.078
C 2.667 0.979 1.628 0.055 0.146 -0.056
N 2.062 -0.068 1.027 -0.260 -0.045 0.091
C 2.187 2.305 1.700 0.054 -0.233 -0.172
C 1.020 2.811 1.074 -0.122 -0.022 0.163
C 0.602 4.210 1.060 -0.032 0.034 0.044
C -0.580 4.251 0.403 0.006 -0.015 0.021
C -0.907 2.872 0.061 -0.083 0.180 -0.046
C -2.103 2.468 -0.562 0.068 -0.185 0.088
C -3.120 3.515 -0.852 -0.010 0.083 -0.080
C -3.534 3.786 -2.151 0.104 0.013 0.086
C -4.539 4.710 -2.416 -0.089 0.037 -0.127
C -5.151 5.380 -1.368 0.056 -0.007 0.043
O -6.175 6.285 -1.523 -0.014 -0.006 0.029
C -6.706 6.420 -2.819 -0.013 0.022 -0.060
C -4.727 5.150 -0.064 -0.037 0.031 0.039
C -3.725 4.230 0.185 -0.035 -0.033 -0.086
C -2.483 1.136 -0.851 -0.208 0.033 0.103
N -1.746 0.045 -0.562 -0.540 -0.208 0.261
C -2.464 -1.039 -0.907 -0.137 -0.037 -0.021
C -2.054 -2.388 -0.783 0.059 0.129 -0.019
C -3.145 -3.399 -0.930 -0.050 0.038 0.033
C -4.062 -3.556 0.104 0.048 0.023 -0.134
C -5.126 -4.445 0.011 -0.132 -0.075 0.105
C -5.291 -5.197 -1.143 0.129 0.070 -0.009
O -6.312 -6.095 -1.341 -0.035 0.022 -0.041
C -7.353 -6.083 -0.396 -0.080 -0.043 0.062
C -4.381 -5.059 -2.184 -0.024 -0.110 -0.061
C -3.322 -4.174 -2.074 -0.006 -0.012 -0.022
C -0.785 -2.858 -0.418 -0.065 -0.115 0.067
C -0.491 -4.262 -0.154 -0.017 -0.043 0.023
C 0.768 -4.301 0.335 -0.004 -0.056 -0.047
C 1.243 -2.918 0.364 -0.069 -0.013 0.074
N 0.301 -2.100 -0.139 -0.064 -0.027 0.137
C -3.753 -0.628 -1.447 0.015 0.024 -0.018
C -3.762 0.727 -1.422 -0.025 0.022 0.055
N 0.094 2.055 0.458 -0.026 0.182 0.360
C 2.888 3.211 2.653 0.029 -0.011 0.137
C 2.902 2.867 4.012 -0.005 0.142 -0.169
C 3.463 3.700 4.964 0.077 0.039 0.073
C 4.030 4.906 4.579 -0.075 -0.082 0.036
O 4.571 5.716 5.565 0.012 -0.074 -0.003
C 4.059 7.031 5.582 -0.006 0.107 -0.015
C 4.060 5.253 3.239 0.061 0.128 -0.043
C 3.498 4.409 2.290 0.048 -0.103 -0.041
H 6.253 -7.641 4.883 -0.005 0.002 0.004
H 4.649 -6.909 5.122 0.008 0.006 -0.022
H 6.107 -5.890 5.145 0.003 -0.005 -0.022
H 5.177 -6.308 0.809 -0.030 0.019 -0.028
H 3.833 -4.518 -0.260 -0.042 0.022 -0.002
H 2.950 -2.911 3.587 -0.013 0.024 0.011
H 4.289 -4.667 4.652 -0.039 0.019 -0.032
H 4.846 -1.437 2.244 -0.003 -0.016 0.042
H 4.663 1.174 2.701 0.008 0.006 0.012
H 1.140 5.046 1.477 -0.011 0.028 0.013
H -1.169 5.122 0.162 0.010 0.021 0.042
H -3.053 3.272 -2.974 -0.007 -0.030 0.004
H -4.830 4.893 -3.442 0.027 -0.018 0.025
H -7.581 7.062 -2.729 0.018 0.020 0.000
H -7.011 5.454 -3.232 -0.005 0.013 0.017
H -5.989 6.884 -3.505 -0.010 -0.015 0.009
H -5.208 5.690 0.742 0.007 -0.008 -0.001
H -3.406 4.040 1.202 -0.015 -0.006 0.012
H -3.944 -2.960 1.001 0.018 0.012 -0.007
H -5.813 -4.537 0.842 0.027 0.009 -0.024
H -8.147 -6.709 -0.802 0.017 -0.011 0.003
H -7.740 -5.073 -0.235 -0.001 -0.010 -0.022
H -7.037 -6.495 0.568 0.026 0.025 -0.016
H -4.529 -5.650 -3.080 0.024 0.019 0.000
H -2.630 -4.065 -2.900 0.033 0.025 0.026
H -1.175 -5.085 -0.301 0.041 -0.020 0.041
H 1.319 -5.170 0.658 -0.033 -0.015 0.049
H -4.521 -1.284 -1.830 -0.035 0.012 0.043
H -4.556 1.379 -1.748 -0.022 -0.002 -0.002
H 2.437 1.937 4.313 -0.010 -0.032 0.000
H 3.463 3.433 6.014 -0.024 0.012 -0.006
H 4.420 7.496 6.499 0.008 0.017 -0.021
H 2.964 7.030 5.585 0.015 -0.033 0.007
H 4.401 7.621 4.727 0.008 -0.017 0.024
H 4.531 6.179 2.929 -0.001 -0.026 -0.002
H 3.554 4.677 1.243 -0.072 0.008 -0.019
Cl 0.750 -0.898 -4.218 -0.059 -0.445 -0.470
C 1.521 -0.329 -5.666 0.147 0.184 -0.223
C 1.966 -1.280 -6.563 -0.010 -0.086 -0.010
C 2.605 -0.893 -7.732 0.009 -0.004 -0.031
C 2.781 0.461 -7.978 0.017 0.001 -0.038
C 2.321 1.399 -7.075 -0.053 -0.260 0.113
Cl 2.582 3.072 -7.482 0.025 0.110 -0.036
C 1.663 1.072 -5.858 0.010 -0.042 -0.106
S 1.096 2.233 -4.749 -0.069 0.190 0.237
H 1.814 -2.329 -6.342 -0.011 0.017 0.041
H 2.956 -1.636 -8.437 0.012 0.015 0.001
H 3.281 0.802 -8.876 -0.015 -0.008 -0.004
```
Positions in Å, forces in eV/Å.

Calculated values
Gap between HOMO and LUMO (Eh): 0.1824
Maximum force (eV Å⁻¹): 1.41
Charge: -2

Results of the Mulliken charge analysis, in e, for atoms 1 through 6: atom 1 (Rb): 1.076, atom 2 (C): -0.842, atom 3 (O): -0.467, atom 4 (C): 1.025, atom 5 (C): -0.752, atom 6 (C): -0.191